Record 1
{
  "formula": "C84H70F14",
  "method": "ωB97M-V/def2-TZVPD",
  "symbols": ["F", "C", "C", "C", "C", "C", "C", "H", "H", "H", "H", "H", "F", "C", "C", "C", "C", "C", "C", "H", "H", "H", "H", "H", "F", "C", "C", "C", "C", "C", "C", "H", "H", "H", "H", "H", "F", "C", "C", "C", "C", "C", "C", "H", "H", "H", "H", "H", "F", "C", "C", "C", "C", "C", "C", "H", "H", "H", "H", "H", "F", "C", "C", "C", "C", "C", "C", "H", "H", "H", "H", "H", "F", "C", "C", "C", "C", "C", "C", "H", "H", "H", "H", "H", "F", "C", "C", "C", "C", "C", "C", "H", "H", "H", "H", "H", "F", "C", "C", "C", "C", "C", "C", "H", "H", "H", "H", "H", "F", "C", "C", "C", "C", "C", "C", "H", "H", "H", "H", "H", "F", "C", "C", "C", "C", "C", "C", "H", "H", "H", "H", "H", "F", "C", "C", "C", "C", "C", "C", "H", "H", "H", "H", "H", "F", "C", "C", "C", "C", "C", "C", "H", "H", "H", "H", "H", "F", "C", "C", "C", "C", "C", "C", "H", "H", "H", "H", "H"],
  "positions_angstrom": [[5.545, -0.340, -7.204], [4.600, -0.919, -6.525], [3.310, -0.383, -6.584], [2.288, -1.059, -5.979], [2.547, -2.138, -5.179], [3.852, -2.695, -5.143], [4.874, -2.090, -5.839], [3.160, 0.534, -7.175], [1.260, -0.623, -6.031], [1.807, -2.583, -4.529], [3.984, -3.617, -4.591], [5.857, -2.523, -5.880], [-3.560, 3.366, 1.617], [-2.859, 4.518, 1.600], [-2.500, 5.127, 2.794], [-1.723, 6.338, 2.682], [-1.427, 6.840, 1.441], [-1.896, 6.227, 0.250], [-2.583, 5.065, 0.348], [-2.919, 4.751, 3.699], [-1.546, 6.839, 3.595], [-0.771, 7.686, 1.404], [-1.626, 6.617, -0.748], [-2.974, 4.444, -0.513], [1.611, 5.818, 0.498], [2.898, 5.803, 0.124], [3.833, 5.144, 0.965], [5.118, 5.084, 0.539], [5.528, 5.669, -0.699], [4.612, 6.353, -1.464], [3.267, 6.446, -1.043], [3.447, 4.707, 1.861], [5.835, 4.478, 1.084], [6.445, 5.612, -1.154], [5.021, 6.959, -2.263], [2.478, 6.944, -1.452], [5.269, 0.186, 1.901], [5.033, 0.073, 0.576], [4.843, -1.155, -0.082], [4.636, -1.160, -1.409], [4.469, 0.010, -2.109], [4.688, 1.243, -1.483], [4.957, 1.253, -0.148], [4.802, -2.034, 0.563], [4.453, -2.117, -1.929], [4.120, -0.085, -3.124], [4.560, 2.191, -2.022], [5.250, 2.152, 0.367], [-5.407, -2.017, -2.474], [-4.159, -2.190, -2.970], [-3.162, -1.323, -2.583], [-1.872, -1.537, -3.087], [-1.680, -2.579, -4.022], [-2.696, -3.425, -4.399], [-3.968, -3.274, -3.838], [-3.440, -0.548, -1.915], [-0.930, -1.052, -2.731], [-0.699, -2.563, -4.448], [-2.531, -4.166, -5.142], [-4.804, -3.935, -4.008], [4.293, -2.618, 3.322], [3.268, -3.457, 3.109], [2.136, -2.863, 2.459], [0.983, -3.598, 2.415], [0.923, -4.853, 2.992], [2.090, -5.408, 3.429], [3.325, -4.779, 3.447], [2.118, -1.869, 2.020], [0.091, -3.143, 1.985], [-0.069, -5.311, 2.980], [1.997, -6.345, 3.965], [4.191, -5.233, 3.900], [3.388, 2.934, 6.357], [2.789, 2.397, 5.235], [2.075, 3.188, 4.357], [1.441, 2.608, 3.315], [1.558, 1.266, 3.157], [2.287, 0.462, 4.011], [2.849, 1.011, 5.128], [2.090, 4.257, 4.609], [0.871, 3.236, 2.628], [0.984, 0.789, 2.291], [2.330, -0.597, 3.725], [3.319, 0.433, 5.871], [0.710, 0.128, -3.664], [0.367, 1.519, -3.708], [-0.924, 1.868, -3.537], [-1.222, 3.272, -3.664], [-0.180, 4.159, -3.839], [1.130, 3.729, -3.872], [1.435, 2.370, -3.755], [-1.658, 1.050, -3.393], [-2.188, 3.745, -3.654], [-0.337, 5.248, -3.871], [1.899, 4.454, -4.109], [2.394, 1.913, -3.722], [-3.796, -4.094, 5.589], [-2.742, -3.319, 5.963], [-2.841, -2.576, 7.109], [-1.745, -1.752, 7.405], [-0.644, -1.676, 6.581], [-0.620, -2.374, 5.376], [-1.659, -3.201, 5.040], [-3.707, -2.730, 7.799], [-1.799, -1.153, 8.347], [0.175, -0.931, 6.764], [0.133, -2.340, 4.616], [-1.593, -3.843, 4.146], [-1.431, -5.760, -1.147], [-2.042, -5.331, 0.020], [-2.145, -6.216, 1.017], [-2.794, -5.821, 2.156], [-3.292, -4.505, 2.275], [-3.119, -3.570, 1.228], [-2.432, -3.993, 0.081], [-1.893, -7.276, 0.874], [-2.881, -6.505, 2.962], [-3.784, -4.143, 3.176], [-3.475, -2.524, 1.351], [-2.158, -3.347, -0.804], [-4.238, -0.432, 0.610], [-4.617, -0.140, 1.909], [-5.929, 0.184, 2.205], [-6.305, 0.299, 3.541], [-5.383, 0.187, 4.563], [-4.054, -0.025, 4.232], [-3.646, -0.152, 2.912], [-6.753, 0.275, 1.502], [-7.304, 0.543, 3.768], [-5.714, 0.325, 5.543], [-3.296, -0.173, 4.966], [-2.645, -0.454, 2.609], [-4.862, 3.331, -5.687], [-5.138, 3.415, -4.393], [-5.690, 4.556, -3.877], [-5.855, 4.670, -2.520], [-5.397, 3.685, -1.672], [-4.822, 2.507, -2.190], [-4.719, 2.371, -3.575], [-5.867, 5.286, -4.604], [-6.366, 5.490, -2.051], [-5.431, 3.831, -0.582], [-4.500, 1.739, -1.522], [-4.346, 1.465, -4.003], [0.663, -5.331, -3.903], [1.660, -5.274, -2.964], [2.798, -6.138, -3.077], [3.756, -6.096, -2.115], [3.676, -5.189, -1.027], [2.556, -4.338, -0.915], [1.538, -4.390, -1.870], [2.812, -6.860, -3.870], [4.621, -6.691, -2.062], [4.481, -5.002, -0.344], [2.426, -3.664, -0.109], [0.698, -3.788, -1.760], [0.644, -1.585, -0.510], [0.416, -0.217, -0.348], [1.501, 0.595, -0.323], [1.213, 1.928, -0.155], [-0.030, 2.442, 0.118], [-1.129, 1.583, 0.149], [-0.901, 0.199, -0.037], [2.429, 0.158, -0.617], [2.034, 2.610, -0.360], [-0.132, 3.510, 0.228], [-2.177, 1.968, 0.381], [-1.668, -0.540, -0.027]],
  "forces_ev_per_a": [[1.67, 1.03, -0.97], [-2.12, -0.79, 0.81], [1.33, 0.50, -1.12], [-1.82, 1.18, 0.61], [1.24, -1.32, 0.53], [-1.56, 0.37, 0.14], [0.08, 0.09, -0.14], [-0.01, -0.55, 0.32], [0.97, -0.53, 0.07], [-0.29, -0.07, -0.25], [0.24, 0.07, 0.08], [0.29, 0.00, 0.02], [-0.16, -0.11, 0.15], [0.26, 0.70, 0.53], [0.45, 1.13, -1.74], [-2.03, -2.31, -0.22], [0.15, -0.11, -0.66], [1.35, 1.03, 0.10], [-1.30, -2.27, -0.77], [0.18, -0.21, 0.65], [0.68, 0.61, 0.61], [0.01, 0.48, -0.27], [-0.21, -0.08, 0.79], [0.64, 1.09, 0.80], [-0.29, 0.08, 0.10], [1.66, -0.39, 0.28], [-1.88, 0.87, -1.09], [1.77, -0.39, -1.38], [-2.80, -0.22, 1.36], [-0.80, 0.82, 0.73], [1.70, -1.68, 1.77], [0.12, -0.34, 0.48], [0.03, 0.26, 0.16], [2.47, -0.43, -0.16], [-0.45, -0.24, -0.42], [-1.59, 1.53, -1.82], [-0.07, -0.53, -0.37], [-0.34, -0.02, -1.02], [0.57, 0.45, 3.79], [-1.03, -1.29, -1.88], [0.16, 0.85, -0.42], [-0.80, -0.28, -1.43], [1.04, 0.10, 1.36], [0.24, -0.04, -0.42], [0.14, 0.57, 0.35], [0.19, 0.28, -0.36], [0.18, -0.46, 0.18], [-0.32, 0.35, 0.11], [0.19, 0.13, 0.04], [-0.28, -1.07, -0.68], [0.69, -0.42, -0.44], [0.26, -0.96, 0.05], [0.21, 1.62, 0.84], [-0.87, 0.35, 0.39], [0.44, 0.95, 0.66], [0.07, 0.64, 0.66], [-1.35, 0.05, -0.34], [0.39, -0.70, -0.35], [0.17, -0.65, -0.40], [0.05, -0.05, -0.26], [0.61, -0.15, -0.03], [-0.93, 1.69, -1.66], [1.01, -0.64, 0.73], [-0.63, 0.60, -0.25], [-0.75, 0.38, -0.88], [-0.46, -1.68, 1.16], [-0.52, 0.74, 0.49], [0.51, -0.05, 0.24], [0.10, -0.16, -0.05], [0.60, -0.41, 0.33], [0.25, -0.36, -0.33], [0.13, 0.03, -0.01], [-0.49, 0.02, -0.99], [0.09, -0.82, 1.22], [1.57, 1.74, 2.32], [-0.80, 0.95, -1.02], [-1.48, -1.96, -2.45], [-0.77, -0.90, -0.94], [0.18, 1.21, -0.32], [-0.28, -0.38, -0.46], [0.06, -0.34, 0.12], [1.04, 0.62, 1.29], [0.16, 0.45, 0.73], [0.68, -0.53, 0.72], [-0.61, 1.96, 0.01], [1.34, -2.65, 0.98], [-2.22, 1.21, -0.55], [0.62, -1.12, 0.24], [0.07, 0.70, 0.26], [0.98, -0.67, -0.35], [-0.61, 0.99, -0.50], [0.32, 0.95, -0.17], [-0.57, -0.66, 0.24], [-0.25, -0.63, -0.22], [0.21, -0.05, 0.42], [0.82, 0.12, -0.20], [0.29, -0.07, 0.26], [0.33, 0.16, -1.79], [-0.08, -0.43, 0.64], [-0.49, 0.49, 1.45], [1.06, 1.56, -0.44], [-0.46, -0.35, -0.06], [-1.30, -1.14, 0.92], [0.88, 0.38, -0.78], [0.22, -0.54, -0.96], [-0.87, -0.93, 0.12], [0.83, 0.45, 0.18], [-0.35, 0.55, 0.54], [-0.47, 0.42, 0.79], [1.11, 1.42, -2.53], [-0.53, -2.13, 0.55], [-0.60, 1.93, 0.54], [0.21, 0.18, -0.42], [0.38, -0.29, 0.17], [0.15, 0.31, -0.72], [0.25, 0.64, 0.01], [-0.27, -0.48, 0.68], [0.06, -0.41, -0.15], [0.31, -1.01, -0.23], [-0.59, -0.64, 1.15], [-0.31, 0.46, 0.94], [0.16, 0.44, -0.06], [-0.66, -0.44, 0.06], [1.19, 0.22, -0.41], [0.44, 0.08, -1.45], [0.26, -0.19, -0.35], [-0.53, -0.91, -1.04], [0.57, -0.12, -0.43], [-1.10, 0.13, 0.19], [-0.21, 0.00, 1.49], [0.32, 0.11, 0.67], [-0.01, 0.30, 0.35], [-0.17, 0.01, -0.97], [0.83, -0.80, 1.45], [0.36, -0.73, -0.35], [-0.19, 0.00, 0.81], [0.59, -0.95, 0.60], [-0.69, 1.31, -0.69], [-0.36, 0.12, 0.70], [-0.73, 1.39, -0.63], [0.03, 0.55, -0.22], [-0.21, -0.15, -0.58], [0.24, -0.48, 0.26], [0.33, -0.37, -0.31], [0.90, 0.02, 0.71], [0.88, -0.10, 0.89], [-2.41, 0.80, -0.44], [0.20, 1.79, 2.25], [-1.52, 1.02, -0.96], [0.53, -1.45, -1.26], [1.39, -1.77, -1.20], [0.10, -0.14, -0.35], [0.85, -1.04, -0.66], [0.36, -0.53, 0.29], [0.14, 0.55, 0.69], [-1.43, 0.96, 0.00], [-0.41, 1.11, -0.03], [-1.60, -1.57, 1.26], [-0.87, -0.28, -0.80], [1.54, 1.09, -0.48], [-0.66, -0.25, -0.32], [-1.01, -0.64, 0.62], [1.38, 0.95, -0.65], [0.71, 0.18, 0.08], [0.00, 0.17, 0.45], [-0.18, 0.15, 0.03], [1.60, -0.66, -0.39], [-0.61, -0.32, 0.07]],
  "mulliken_charge": [-0.35, 0.36, -0.47, -0.28, -0.01, -0.41, -0.51, 0.41, 0.27, 0.16, 0.33, 0.46, -0.23, 0.25, -0.58, -0.70, -0.60, -0.30, 0.27, 0.56, 0.52, 0.41, 0.37, 0.00, -0.09, 0.44, -0.41, -0.22, -0.75, -0.54, -0.65, 0.42, 0.34, 0.48, 0.41, 0.59, -0.36, -0.10, -0.28, -0.64, -0.05, -0.40, -0.08, 0.43, 0.41, 0.29, 0.40, 0.41, -0.36, -0.08, -0.22, 0.79, -1.03, -0.66, -0.81, 0.71, 0.23, 0.46, 0.51, 0.48, -0.34, 0.24, 0.65, -0.11, -0.53, -0.62, -1.18, 0.57, 0.38, 0.20, 0.37, 0.50, -0.35, 0.16, -0.75, -0.33, 0.32, -0.39, -0.88, 0.46, 0.64, 0.03, 0.32, 0.60, 0.06, -0.03, 0.43, 0.10, -0.99, -0.64, -0.75, 0.03, 0.33, 0.36, 0.46, 0.56, -0.34, 0.40, -0.74, -0.16, -0.80, 0.21, 0.09, 0.41, 0.31, 0.30, 0.54, -0.20, -0.35, 0.17, -0.67, -0.48, -0.60, -0.67, -0.02, 0.44, 0.45, 0.70, 0.58, 0.35, 0.09, 0.33, -0.95, -0.43, -0.99, -0.74, 0.11, 0.45, 0.46, 0.53, 0.58, 0.69, -0.34, 0.31, -0.52, -0.54, -0.73, -0.28, -0.50, 0.52, 0.41, 0.45, 0.63, 0.60, -0.34, -0.12, -0.80, -0.52, -0.75, -0.58, -0.33, 0.47, 0.45, 0.42, 1.02, 1.09, -0.22, 0.15, 0.44, -0.53, -0.14, -0.20, 0.10, -0.66, 0.20, 0.25, -0.37, 0.99],
  "homo_energy_ev": -8.939,
  "energy_ha": -4640.90126,
  "e_above_lowest_ev": 2.535,
  "homo_lumo_gap_ev": 9.5
}

***

Record 2
{
  "formula": "C2H6NO4",
  "method": "ωB97M-V/def2-TZVPD",
  "symbols": ["C", "C", "N", "O", "O", "O", "O", "H", "H", "H", "H", "H", "H"],
  "positions_angstrom": [[0.553, -0.514, 0.145], [-1.268, 0.405, 0.499], [0.330, -0.887, -1.211], [1.590, -0.968, -1.892], [1.378, 0.605, 0.295], [-0.810, 1.635, 0.532], [-1.805, -0.183, 1.601], [0.909, -1.495, 0.508], [-2.087, 0.067, -0.411], [-0.091, 0.045, -1.619], [2.155, -0.537, -1.307], [0.677, 1.396, 0.557], [-1.531, 0.431, 2.305]],
  "forces_ev_per_a": [[-2.19, 0.69, -0.29], [1.53, -0.62, -3.65], [-1.83, 3.14, -1.81], [-0.83, -1.78, -1.97], [-0.47, 0.23, 0.77], [-1.38, -1.13, 0.61], [-0.47, 0.58, 1.89], [0.16, 0.74, 1.40], [2.45, 0.88, 1.78], [0.82, -2.21, 0.55], [1.82, 1.57, 1.48], [0.51, -1.74, -0.80], [-0.12, -0.36, 0.06]],
  "mulliken_charge": [-0.33, 0.13, -0.27, -0.42, -0.67, -0.77, -0.41, 0.31, 0.14, 0.25, 0.31, 0.43, 0.30],
  "homo_energy_ev": -3.382,
  "total_charge": -1,
  "energy_ha": -435.42987,
  "homo_lumo_gap_ev": 7.5
}

***

Record 3
{
  "formula": "CH6NOP",
  "method": "ωB97M-V/def2-TZVPD",
  "symbols": ["C", "O", "N", "P", "H", "H", "H", "H", "H", "H"],
  "positions_angstrom": [[0.315, -1.669, -0.836], [-0.155, -0.338, -0.857], [-0.288, 0.104, 0.521], [-0.207, 1.804, 0.476], [0.344, -1.963, -1.873], [-0.481, -2.210, -0.381], [1.312, -1.654, -0.460], [-1.185, -0.301, 0.880], [-0.787, 2.326, 1.743], [1.147, 1.803, 0.893]],
  "forces_ev_per_a": [[-0.56, 1.26, -1.06], [-0.45, 1.19, 0.25], [-1.24, -2.11, 0.57], [0.25, 1.79, -0.10], [0.06, -0.12, -0.46], [0.09, -1.26, 0.94], [0.55, -0.70, 0.89], [0.88, 0.59, -0.48], [0.52, -1.19, -0.80], [-0.11, 0.55, 0.25]],
  "mulliken_charge": [-0.53, -0.26, -0.32, -0.07, 0.24, 0.28, 0.24, 0.29, 0.08, 0.05],
  "homo_energy_ev": -8.494,
  "energy_ha": -512.93058,
  "e_above_lowest_ev": 3.953,
  "homo_lumo_gap_ev": 9.5
}

***

- What is the formula in the second record?
  C2H6NO4

***

- Which formula does entry 1 have?
  C84H70F14